The following is a DFT calculation (ωB97M-V with the def2-TZVPD basis set) of one molecule with the formula C3H4N2O in a non-equilibrium geometry.

```
10
C3H4N2O (ωB97M-V with the def2-TZVPD basis set)
C 1.19269 0.05291 0.34235
N 0.70303 1.29078 0.29547
H 2.07176 -0.23752 0.89214
N 0.50296 -0.78523 -0.45410
O -1.63444 -0.85005 0.09819
H 0.49444 -1.79490 -0.43882
C -0.45829 1.20064 -0.39410
C -0.71443 -0.14333 -0.68180
H -1.06494 -0.79386 0.92241
H -1.09277 2.06057 -0.58174
```

## Properties
LUMO (alpha / beta) ... 0.159 / 0.160 eV
Energy above the lowest of the compared OMol25 structures with the same formula, charge and spin ... 74.1 kcal/mol
Total energy ... -301.36915 Eh


The following is a DFT calculation (ωB97M-V with the def2-TZVPD basis set) of a 2-piece molecular cluster, C3H4N2O overall in a non-equilibrium geometry.

```
10
C3H4N2O (ωB97M-V with the def2-TZVPD basis set)
C -0.46883 -0.31616 0.49979
H 0.34728 -1.28355 2.10626
O -0.44853 1.08243 0.64567
H -1.54634 -0.68222 0.46769
C -0.01274 0.59793 -0.48682
N 0.36275 -1.30292 1.13483
C -0.26826 0.99765 -1.84189
H 1.27203 -1.16273 0.82087
H 1.54208 0.84882 -0.50047
N -0.77944 1.22075 -2.84594
```

## Properties
LUMO ... 0.479 eV
Energy above the lowest of the compared OMol25 structures with the same formula, charge and spin ... 107.0 kcal/mol
Total energy ... -301.31675 Eh


The following is a DFT calculation (ωB97M-V with the def2-TZVPD basis set) of one molecule with the formula C3H4N2O.

```
10
C3H4N2O (ωB97M-V with the def2-TZVPD basis set)
H -1.13419 1.94613 -0.12610
C -0.65967 -0.18322 0.17982
O -1.78942 -0.92399 0.33799
N 0.56885 -0.79841 0.18704
C 1.49163 0.17405 -0.06490
H -2.27505 -0.88712 -0.49490
H 0.73292 -1.76487 0.42007
H 2.54675 -0.04648 -0.15039
C -0.41680 1.13867 -0.06119
N 0.93499 1.34524 -0.22744
```

## Properties
LUMO ... 0.627 eV
Energy above the lowest of the compared OMol25 structures with the same formula, charge and spin ... 16.9 kcal/mol
Total energy ... -301.46037 Eh


The following is a DFT calculation (ωB97M-V with the def2-TZVPD basis set) of one molecule with the formula C3H4N2O.

```
10
C3H4N2O (ωB97M-V with the def2-TZVPD basis set)
H -1.78339 -1.07365 -0.01554
N -1.15077 0.74566 -0.48639
C 0.96454 0.79148 0.52220
N -1.04777 -0.38841 0.09912
C 0.00805 1.43432 -0.27408
H 0.09534 2.39985 -0.75505
C 0.33682 -0.57737 0.63308
O 1.06454 -1.38459 -0.25873
H 1.20832 -0.85337 -1.05839
H 0.30433 -1.09391 1.59378
```

## Properties
LUMO ... -1.099 eV
Energy above the lowest of the compared OMol25 structures with the same formula, charge and spin ... 113.8 kcal/mol
Total energy ... -301.30591 Eh


What is the total energy in the first record? -301.36915 Eh